(1)
{"formula": "C38H46ClFN3O11PS4", "method": "wB97M-V/def2-TZVPD", "symbols": ["C", "C", "C", "C", "N", "C", "S", "C", "O", "C", "N", "C", "C", "S", "C", "C", "P", "S", "C", "C", "C", "C", "Cl", "C", "C", "C", "O", "C", "C", "O", "C", "S", "O", "O", "F", "C", "N", "C", "C", "C", "C", "C", "C", "O", "C", "C", "O", "H", "H", "H", "H", "H", "H", "H", "H", "H", "H", "H", "H", "H", "H", "H", "H", "H", "H", "H", "H", "H", "H", "H", "H", "H", "H", "H", "H", "H", "H", "H", "H", "H", "H", "O", "C", "O", "C", "C", "C", "H", "H", "H", "H", "H", "H", "O", "C", "O", "C", "C", "C", "H", "H", "H", "H", "H", "H"], "coordinates": [[-0.148, 0.384, 6.255], [-0.351, 1.117, 5.172], [-0.970, 1.749, 3.819], [-1.947, 3.011, 3.921], [-2.303, 3.595, 5.251], [-2.506, 3.581, 2.565], [-3.659, 5.066, 2.687], [-2.183, 2.959, 1.123], [-2.795, 3.606, -0.013], [-2.081, 4.820, -0.318], [-1.557, 5.894, -0.557], [-1.236, 1.669, 1.022], [-0.660, 1.136, 2.385], [0.472, -0.323, 2.323], [1.215, -0.196, 0.599], [2.645, -0.824, 0.378], [3.593, -1.625, 1.838], [4.025, -0.124, 3.048], [3.292, -0.787, -1.061], [4.728, -1.475, -1.270], [5.987, -0.577, -0.805], [6.570, 0.337, -2.033], [7.362, -1.798, -0.429], [2.444, -0.092, -2.233], [3.150, -0.127, -3.700], [2.734, -1.537, -4.420], [2.825, -2.692, -3.532], [1.528, -3.295, -3.309], [0.749, -3.235, -1.872], [0.911, -3.962, -4.224], [1.005, 0.567, -1.975], [0.204, 1.342, -3.454], [1.111, 2.483, -3.932], [-1.147, 1.967, -3.176], [-0.061, 0.212, -4.719], [0.346, 0.521, -0.507], [-1.007, 1.104, -0.331], [-1.974, 0.005, -0.686], [-3.533, 0.387, -0.528], [-4.126, 1.309, -1.730], [-4.711, 0.422, -2.978], [-3.655, 0.221, -4.183], [-4.140, -1.049, -5.111], [-3.257, -2.183, -4.756], [-4.140, -3.336, -4.726], [-4.428, -4.091, -3.309], [-4.681, -3.727, -5.821], [0.009, -0.426, 7.070], [-3.324, 3.830, 5.274], [-2.216, 2.861, 5.995], [-4.785, 4.609, 1.963], [2.786, -2.569, 2.559], [4.879, -2.154, 1.429], [4.732, -2.472, -0.663], [4.942, -1.801, -2.367], [5.835, 0.016, 0.166], [6.993, -0.412, -2.824], [5.769, 1.014, -2.502], [7.480, 0.889, -1.603], [2.919, 0.796, -4.344], [4.313, -0.170, -3.612], [1.674, -1.527, -4.866], [3.469, -1.686, -5.299], [0.457, -4.301, -1.500], [-0.178, -2.546, -1.909], [1.461, -2.811, -1.066], [-1.805, -0.237, -1.808], [-1.694, -0.954, -0.106], [-3.819, 0.848, 0.488], [-4.121, -0.621, -0.592], [-5.068, 1.837, -1.280], [-3.425, 2.156, -2.064], [-5.094, -0.616, -2.611], [-5.624, 0.995, -3.424], [-3.645, 1.139, -4.893], [-2.611, -0.071, -3.798], [-4.018, -0.814, -6.238], [-5.231, -1.249, -4.810], [-4.437, -3.347, -2.434], [-3.613, -4.911, -3.186], [-5.492, -4.558, -3.380], [-1.448, -2.176, 4.253], [-1.896, -2.941, 5.071], [-1.164, -3.904, 5.698], [-2.028, -4.697, 6.517], [-3.234, -3.827, 6.781], [-3.331, -3.007, 5.514], [-2.286, -5.610, 5.972], [-1.512, -4.970, 7.440], [-4.137, -4.399, 7.004], [-3.035, -3.166, 7.632], [-3.918, -3.515, 4.745], [-3.728, -2.011, 5.710], [6.016, 2.410, 0.903], [5.143, 3.245, 0.965], [4.179, 3.416, 0.018], [3.382, 4.556, 0.354], [3.569, 4.747, 1.839], [4.986, 4.266, 2.056], [3.739, 5.414, -0.224], [2.339, 4.365, 0.095], [3.401, 5.775, 2.165], [2.874, 4.101, 2.387], [5.716, 5.065, 1.905], [5.110, 3.811, 3.040]], "forces_ev_per_a": [[-1.2, 3.1, -5.8], [-0.7, -3.7, 3.5], [-0.6, 1.1, -1.1], [0.7, -1.9, -2.3], [-0.6, -2.1, -1.9], [1.0, -2.2, -0.4], [0.2, -1.9, -0.7], [2.0, -1.5, 4.4], [3.2, 2.4, 0.5], [0.7, 2.5, -0.3], [-2.9, -6.2, 1.3], [-1.5, 2.7, 3.0], [-1.5, 2.1, -0.1], [-0.4, 1.3, -1.7], [0.3, 0.8, -2.1], [-1.8, 0.9, -3.8], [0.2, 2.7, 0.7], [0.0, -0.5, -0.2], [-3.4, 1.4, 0.8], [0.0, -0.4, -0.1], [0.0, 0.4, -0.9], [0.4, -1.3, 0.7], [-1.0, 0.8, -0.1], [-0.2, 0.1, 2.1], [0.0, -1.1, 0.8], [-0.2, 0.9, -1.6], [-2.6, -0.1, 0.5], [-3.2, -3.0, -2.7], [1.5, 0.3, 0.7], [3.6, 3.6, 4.1], [2.8, -2.8, 2.5], [-1.6, 7.0, -0.9], [-1.8, -5.0, 0.9], [3.5, -3.4, -0.4], [0.9, 1.5, 2.5], [3.4, -1.0, -1.4], [1.6, -1.3, 2.1], [-1.2, -1.0, -0.8], [-0.3, -0.4, -0.7], [-1.4, -0.2, 0.4], [0.4, 0.8, -0.3], [-0.7, -1.1, -0.8], [0.5, 1.9, 0.4], [-3.1, -1.7, 0.6], [-1.4, -1.3, -3.7], [0.0, 0.4, -0.9], [2.5, 1.7, 5.4], [-0.2, 2.2, -1.9], [1.2, 0.1, -0.5], [0.4, 0.7, -1.1], [1.4, 0.2, 0.7], [0.3, -0.1, -1.1], [-1.4, -0.3, -0.2], [-0.1, 1.9, -1.1], [-0.7, 0.7, 2.0], [0.1, -0.8, -1.6], [-0.9, 1.4, 1.3], [1.3, -0.9, 0.9], [-1.6, -0.5, -0.8], [0.0, -1.5, 1.0], [-2.3, 0.2, 0.2], [1.6, 0.3, 0.7], [-1.1, 0.1, 1.5], [0.4, 1.9, -1.2], [1.5, -1.2, -0.3], [-1.2, -0.6, -1.4], [-0.2, 0.5, 1.9], [-0.6, 1.4, -0.6], [0.8, -0.7, -1.5], [1.1, 1.7, 0.2], [1.7, -0.8, -0.7], [-0.9, -1.6, 0.4], [0.7, 1.8, -0.5], [1.5, -1.1, 0.8], [0.3, -1.4, 1.6], [-1.6, 0.8, -0.7], [-0.4, -0.6, 1.9], [1.6, 0.0, -0.8], [0.3, -1.1, -1.4], [-1.5, 1.5, -0.1], [2.1, 0.7, -0.1], [0.1, -0.8, 0.8], [0.3, 0.7, -1.1], [0.0, 0.5, -0.3], [0.0, -0.5, 0.4], [-0.6, 0.0, 0.5], [-0.2, 0.0, 0.5], [0.0, 0.1, 0.0], [0.1, 0.0, -0.3], [0.1, 0.0, 0.0], [0.0, -0.1, -0.1], [0.0, 0.2, 0.0], [0.0, -0.1, -0.4], [-0.9, 0.5, -0.4], [1.1, -0.7, -0.1], [0.5, -0.4, 0.2], [-0.5, 0.4, -0.2], [-0.4, 0.3, 0.5], [-0.4, 0.1, 0.3], [0.0, -0.1, 0.0], [0.2, -0.1, -0.2], [0.0, -0.1, -0.1], [0.1, 0.1, -0.1], [0.1, -0.1, 0.1], [0.3, 0.0, -0.2]], "lowdin_charge": [0.08, -0.09, -0.11, -0.19, 0.04, -0.38, 0.71, -0.12, -0.07, -0.21, 0.16, -0.09, -0.31, 0.89, -0.34, -0.31, 0.39, 0.09, -0.09, -0.23, -0.63, -0.14, 0.51, -0.04, -0.10, -0.16, -0.10, -0.33, 0.01, 0.03, -0.09, 0.84, -0.32, -0.33, -0.23, -0.12, -0.09, -0.16, -0.15, -0.19, -0.19, -0.16, -0.17, -0.10, -0.37, 0.00, 0.03, 0.07, 0.07, 0.08, -0.09, -0.01, -0.02, 0.09, 0.12, 0.08, 0.08, 0.08, 0.08, 0.11, 0.10, 0.12, 0.14, 0.10, 0.09, 0.06, 0.11, 0.13, 0.11, 0.12, 0.11, 0.10, 0.11, 0.12, 0.13, 0.08, 0.14, 0.13, 0.07, 0.10, 0.10, 0.08, -0.47, 0.03, -0.17, -0.17, -0.08, 0.13, 0.13, 0.12, 0.12, 0.14, 0.13, 0.09, -0.47, 0.02, -0.16, -0.16, -0.08, 0.13, 0.13, 0.12, 0.12, 0.13, 0.13], "multiplicity": 1, "e_tot_ha": -4960.9136}

(2)
{"formula": "C38H47F9N3NaO4P2S7", "method": "wB97M-V/def2-TZVPD", "symbols": ["Na", "C", "C", "C", "P", "C", "C", "C", "C", "C", "C", "C", "C", "C", "C", "N", "C", "C", "C", "C", "C", "C", "C", "P", "C", "C", "C", "C", "C", "C", "H", "H", "H", "H", "H", "H", "H", "H", "H", "H", "H", "H", "H", "H", "H", "H", "H", "H", "H", "H", "H", "H", "H", "H", "H", "H", "H", "H", "H", "H", "H", "H", "H", "H", "H", "H", "H", "H", "H", "H", "F", "C", "F", "F", "C", "C", "C", "N", "C", "C", "H", "H", "H", "H", "F", "C", "F", "F", "S", "O", "O", "N", "S", "O", "O", "C", "F", "F", "F", "C", "S", "C", "C", "S", "S", "C", "S", "S", "H", "H", "H"], "coordinates": [[0.494, -0.740, 0.112], [1.901, 3.936, 1.987], [2.084, 2.589, 1.292], [1.744, 2.736, -0.198], [1.066, 1.163, 1.962], [2.047, 0.612, 3.465], [2.858, 1.623, 4.276], [1.162, -0.248, 4.374], [-0.436, 2.005, 2.560], [-0.557, 2.686, 3.771], [-1.719, 3.340, 4.161], [-1.794, 4.107, 5.461], [-2.811, 3.276, 3.290], [-2.735, 2.613, 2.083], [-1.540, 1.963, 1.651], [-1.448, 1.253, 0.499], [-2.242, 1.534, -0.579], [-2.530, 2.849, -1.017], [-3.347, 3.088, -2.106], [-3.920, 2.041, -2.830], [-4.854, 2.300, -3.990], [-3.591, 0.746, -2.450], [-2.767, 0.470, -1.362], [-2.298, -1.200, -0.781], [-2.298, -2.154, -2.393], [-1.249, -1.566, -3.345], [-1.987, -3.621, -2.089], [-3.917, -1.779, -0.007], [-5.019, -2.237, -0.955], [-4.445, -0.653, 0.893], [2.549, 4.682, 1.512], [2.152, 3.899, 3.049], [0.868, 4.279, 1.899], [3.124, 2.261, 1.386], [0.664, 2.871, -0.332], [2.052, 1.849, -0.751], [2.260, 3.601, -0.629], [2.773, -0.056, 2.993], [2.229, 2.320, 4.832], [3.538, 2.190, 3.638], [3.470, 1.079, 5.004], [0.351, 0.340, 4.811], [1.757, -0.675, 5.188], [0.717, -1.069, 3.810], [0.293, 2.723, 4.441], [-0.796, 4.268, 5.872], [-2.384, 3.575, 6.216], [-2.260, 5.085, 5.312], [-3.743, 3.761, 3.573], [-3.605, 2.567, 1.438], [-2.086, 3.679, -0.479], [-3.543, 4.113, -2.409], [-5.284, 3.301, -3.924], [-5.675, 1.580, -3.996], [-4.339, 2.222, -4.953], [-3.999, -0.075, -3.036], [-3.277, -2.090, -2.877], [-0.248, -1.664, -2.924], [-1.438, -0.509, -3.536], [-1.266, -2.097, -4.303], [-1.033, -3.706, -1.568], [-1.922, -4.204, -3.014], [-2.752, -4.076, -1.452], [-3.629, -2.619, 0.633], [-5.283, -1.437, -1.652], [-5.918, -2.483, -0.380], [-4.740, -3.123, -1.528], [-4.897, 0.130, 0.280], [-3.638, -0.197, 1.470], [-5.205, -1.032, 1.585], [-3.022, -5.091, 5.690], [-2.629, -3.833, 5.979], [-1.573, -3.939, 6.814], [-3.626, -3.262, 6.689], [-2.290, -3.051, 4.749], [-1.686, -3.678, 3.673], [-1.374, -2.909, 2.560], [-1.602, -1.597, 2.501], [-2.162, -1.004, 3.554], [-2.539, -1.688, 4.698], [-1.460, -4.737, 3.694], [-0.908, -3.363, 1.691], [-2.308, 0.072, 3.475], [-3.004, -1.175, 5.529], [1.679, -5.593, -1.728], [2.157, -4.367, -1.923], [1.512, -3.858, -2.991], [3.446, -4.426, -2.212], [1.768, -3.235, -0.470], [1.303, -2.040, -1.135], [0.757, -3.947, 0.278], [3.066, -2.941, 0.369], [3.625, -4.202, 1.174], [3.420, -5.434, 0.462], [4.903, -3.936, 1.747], [2.514, -4.341, 2.693], [3.281, -4.493, 3.781], [1.702, -5.399, 2.627], [1.774, -3.241, 2.882], [5.988, 1.906, 1.254], [5.523, 0.295, 1.955], [5.986, -0.763, 0.641], [5.327, -0.876, -0.552], [4.000, 0.013, -1.138], [6.084, -2.082, -1.611], [7.424, -2.536, -0.625], [8.585, -3.629, -1.097], [7.413, -1.747, 0.888], [5.752, 2.672, 1.996], [5.404, 2.058, 0.346], [7.054, 1.909, 1.034]], "forces_ev_per_a": [[-1.1, 1.5, 1.0], [0.1, 0.0, 0.1], [-0.2, 0.0, -0.2], [0.0, 0.0, 0.1], [0.6, 0.3, 0.6], [-0.2, 0.1, 0.0], [0.0, -0.1, -0.1], [0.1, 0.1, -0.1], [-0.2, -0.1, -0.1], [-0.1, -0.1, -0.1], [0.0, 0.1, 0.1], [-0.1, -0.2, -0.1], [0.1, -0.1, 0.0], [0.1, 0.0, 0.0], [-0.1, -0.1, -0.1], [0.1, 0.2, -0.1], [-0.1, 0.0, 0.1], [0.0, 0.0, 0.0], [0.0, -0.1, 0.1], [-0.1, 0.1, -0.1], [0.2, 0.0, 0.0], [0.0, 0.0, 0.0], [0.1, 0.1, 0.2], [-0.3, -0.3, -0.8], [0.1, 0.1, 0.0], [-0.1, 0.0, 0.1], [-0.1, 0.0, 0.0], [0.1, 0.2, 0.2], [0.0, 0.0, 0.0], [0.1, -0.1, 0.0], [0.0, 0.0, 0.0], [-0.1, 0.0, 0.0], [0.0, 0.0, 0.0], [0.0, -0.1, -0.1], [0.1, 0.0, 0.0], [0.0, 0.0, 0.0], [0.0, -0.1, 0.0], [0.0, 0.0, 0.0], [0.0, 0.0, 0.0], [0.0, 0.0, 0.1], [0.0, 0.0, 0.0], [0.0, 0.0, 0.0], [0.0, 0.0, 0.0], [0.0, 0.0, 0.1], [0.0, 0.0, 0.0], [0.0, 0.0, 0.0], [0.0, 0.0, 0.0], [0.0, 0.0, 0.0], [0.0, 0.0, 0.0], [0.0, 0.0, 0.0], [0.0, 0.0, 0.0], [0.0, 0.0, 0.0], [0.0, 0.0, 0.0], [0.0, 0.0, 0.0], [0.0, 0.0, 0.0], [0.0, 0.0, 0.1], [0.0, 0.0, 0.0], [0.0, 0.0, 0.0], [0.0, 0.0, 0.0], [0.0, 0.0, 0.0], [0.0, 0.0, 0.0], [0.0, 0.0, 0.0], [0.1, 0.0, 0.0], [0.0, 0.0, 0.0], [0.0, 0.0, 0.0], [0.0, 0.0, 0.0], [0.0, 0.1, 0.0], [0.0, 0.0, 0.0], [-0.1, 0.0, 0.0], [0.0, 0.0, 0.0], [0.0, 0.1, 0.1], [0.0, -0.1, 0.1], [-0.1, 0.0, 0.0], [0.1, -0.1, 0.0], [0.0, 0.1, 0.0], [0.0, -0.1, 0.0], [0.0, 0.1, 0.1], [0.1, -0.1, 0.1], [0.1, 0.1, -0.1], [0.0, 0.0, 0.0], [0.0, 0.0, 0.0], [0.0, 0.0, 0.0], [0.0, -0.1, 0.0], [0.0, 0.0, 0.0], [0.1, 0.1, 0.0], [-0.2, 0.2, -0.2], [0.1, -0.2, 0.1], [0.0, 0.0, 0.1], [-0.3, -0.3, 0.0], [1.0, -1.1, -0.7], [0.0, -0.1, -0.2], [0.0, -0.3, -0.2], [-0.1, -0.4, 0.1], [0.0, 0.0, 0.2], [0.0, 0.4, -0.1], [0.1, 0.1, 0.1], [-0.1, 0.0, 0.0], [0.0, 0.1, 0.0], [0.0, -0.1, 0.0], [-0.1, -0.2, 0.0], [0.0, 0.1, 0.0], [-0.1, -0.1, 0.1], [0.3, 0.0, 0.1], [0.0, 0.0, -0.1], [0.0, 0.2, 0.1], [-0.1, 0.0, 0.0], [0.1, -0.1, 0.0], [-0.1, 0.1, -0.1], [0.0, 0.0, 0.0], [0.0, 0.1, 0.0], [0.0, 0.1, 0.0]], "lowdin_charge": [0.16, -0.12, -0.52, -0.14, 1.12, -0.54, -0.13, -0.12, -0.31, -0.09, -0.31, -0.08, -0.07, -0.05, -0.35, 0.01, -0.33, -0.04, -0.07, -0.30, -0.08, -0.08, -0.31, 1.13, -0.56, -0.11, -0.12, -0.53, -0.13, -0.13, 0.07, 0.05, 0.07, 0.07, 0.06, 0.00, 0.07, 0.06, 0.05, 0.05, 0.08, 0.06, 0.08, 0.04, 0.09, 0.07, 0.07, 0.07, 0.10, 0.10, 0.11, 0.10, 0.06, 0.07, 0.07, 0.10, 0.08, 0.05, 0.06, 0.08, 0.05, 0.08, 0.06, 0.08, 0.07, 0.07, 0.06, 0.08, 0.04, 0.08, 0.13, -0.57, 0.14, 0.12, -0.12, 0.02, -0.11, 0.10, -0.12, 0.01, 0.12, 0.09, 0.11, 0.12, 0.13, -0.65, 0.11, 0.14, 0.59, -0.39, -0.30, -0.26, 0.60, -0.28, -0.27, -0.64, 0.12, 0.12, 0.11, -0.40, 0.78, -1.03, -1.20, 0.49, 0.87, -1.54, 0.40, 0.86, 0.02, 0.00, 0.03], "multiplicity": 1, "charge": -2, "relative_energy_kcal_mol": 3.3, "e_tot_ha": -6472.7439}

Ordered E_HOMO results: -8.21, -2.02; unit eV.
Ordered LUMO results: -1.58, 3.37; unit eV.